C3H3BrClI | wB97M-V/def2-TZVPD

Each line ends with the Löwdin charge.
Atoms and positions in Å:
I: -1.549 -0.473 -1.523  0.7923
Br: -0.882 -3.133 0.982  0.5919
Cl: 0.969 -1.119 0.017  0.5933
C: -0.891 -1.304 0.789  -0.9644
C: 0.699 0.217 -1.069  -0.7886
C: 0.445 1.306 -0.033  -0.3662
H: -0.097 2.211 -0.335  0.0682
H: -0.164 0.818 0.717  -0.0251
H: 1.472 1.478 0.454  0.0986

Results
DFT total energy in eV: -93817.397